[1]
{"formula": "C40H78BN4O7PS", "method": "ωB97M-V/def2-TZVPD", "species": ["C", "C", "C", "C", "C", "C", "C", "C", "C", "C", "C", "C", "C", "C", "C", "C", "C", "C", "P", "S", "C", "O", "C", "B", "O", "N", "C", "C", "C", "N", "C", "C", "C", "O", "C", "N", "N", "C", "H", "H", "H", "H", "H", "H", "H", "H", "H", "H", "H", "H", "H", "H", "H", "H", "H", "H", "H", "H", "H", "H", "H", "H", "H", "H", "H", "H", "H", "H", "H", "H", "H", "H", "H", "H", "H", "H", "H", "H", "H", "H", "H", "H", "H", "H", "C", "C", "C", "O", "H", "H", "H", "H", "H", "H", "H", "H", "C", "C", "C", "O", "H", "H", "H", "H", "H", "H", "H", "H", "C", "C", "C", "O", "H", "H", "H", "H", "H", "H", "H", "H", "C", "C", "C", "O", "H", "H", "H", "H", "H", "H", "H", "H"], "coordinates": [[-5.682, 4.817, 3.446], [-6.362, 5.061, 2.070], [-5.404, 5.706, 1.032], [-4.179, 4.831, 0.653], [-4.530, 3.492, -0.079], [-3.864, 2.215, 0.554], [-4.902, 1.168, 1.066], [-5.397, 1.571, 2.486], [-5.567, 0.345, 3.425], [-5.460, 0.738, 4.920], [-4.088, 1.334, 5.338], [-2.845, 0.502, 4.872], [-1.808, 1.478, 4.274], [-0.574, 0.724, 3.691], [0.534, 1.803, 3.377], [1.942, 1.179, 3.639], [2.562, 0.627, 2.345], [3.147, 1.485, 1.443], [3.202, 3.313, 1.699], [2.387, 4.326, 0.255], [3.761, 0.911, 0.256], [4.336, 1.795, -0.627], [3.765, -0.443, 0.019], [4.511, -0.955, -1.292], [5.716, -0.349, -1.585], [4.084, -2.026, -2.196], [4.791, -3.286, -1.981], [2.622, -2.201, -2.274], [3.105, -1.297, 0.961], [3.089, -2.636, 0.685], [2.443, -3.373, 1.556], [2.352, -4.873, 1.267], [1.851, -2.786, 2.723], [1.173, -3.674, 3.610], [2.060, -4.332, 4.324], [2.866, -5.112, 4.657], [1.860, -1.544, 3.071], [2.501, -0.794, 2.125], [-4.598, 4.707, 3.283], [-6.037, 3.900, 3.936], [-5.835, 5.659, 4.139], [-6.804, 4.154, 1.630], [-7.195, 5.765, 2.247], [-5.030, 6.641, 1.485], [-5.965, 5.929, 0.111], [-3.597, 5.427, -0.074], [-3.507, 4.656, 1.506], [-5.616, 3.344, -0.202], [-4.117, 3.540, -1.101], [-3.178, 2.484, 1.375], [-3.256, 1.725, -0.224], [-4.452, 0.165, 1.081], [-5.733, 1.164, 0.339], [-6.356, 2.107, 2.418], [-4.672, 2.281, 2.910], [-6.596, -0.034, 3.279], [-4.894, -0.475, 3.140], [-5.702, -0.148, 5.528], [-6.221, 1.515, 5.109], [-4.026, 2.360, 4.940], [-4.040, 1.391, 6.438], [-3.100, -0.280, 4.144], [-2.423, 0.021, 5.769], [-2.210, 2.101, 3.460], [-1.422, 2.134, 5.072], [-0.821, 0.255, 2.727], [-0.174, 0.010, 4.425], [0.363, 2.732, 3.938], [0.496, 2.040, 2.299], [1.949, 0.436, 4.446], [2.628, 1.975, 3.973], [4.589, 3.595, 1.858], [2.559, 3.661, 2.908], [5.097, 2.160, -0.152], [6.059, -0.780, -2.385], [4.614, -3.995, -2.807], [5.877, -3.042, -1.995], [4.588, -3.775, -1.012], [2.047, -1.355, -1.880], [2.360, -2.385, -3.334], [2.364, -3.143, -1.751], [3.286, -5.389, 1.509], [1.490, -5.253, 1.832], [2.083, -4.958, 0.207], [0.901, -7.317, -2.961], [2.142, -6.636, -2.410], [3.372, -6.985, -3.234], [2.348, -7.029, -1.051], [1.009, -8.406, -2.928], [0.027, -7.066, -2.357], [0.713, -7.016, -3.993], [1.997, -5.553, -2.410], [3.561, -8.062, -3.209], [4.258, -6.496, -2.824], [3.251, -6.677, -4.274], [2.479, -7.983, -1.034], [-1.801, -6.057, -6.852], [-0.402, -5.528, -6.576], [0.158, -4.791, -7.782], [0.461, -6.614, -6.233], [-1.789, -6.767, -7.683], [-2.187, -6.590, -5.982], [-2.489, -5.246, -7.097], [-0.427, -4.857, -5.715], [0.233, -5.461, -8.644], [1.165, -4.426, -7.574], [-0.471, -3.943, -8.056], [0.494, -7.216, -6.984], [-5.844, 9.976, 0.658], [-5.139, 9.929, 2.005], [-4.365, 11.211, 2.270], [-4.249, 8.814, 2.041], [-5.119, 10.085, -0.154], [-6.387, 9.047, 0.477], [-6.548, 10.808, 0.609], [-5.874, 9.774, 2.798], [-3.592, 11.359, 1.510], [-3.858, 11.159, 3.234], [-5.025, 12.080, 2.269], [-3.593, 8.936, 1.345], [8.073, -2.968, -5.547], [8.684, -2.423, -4.265], [10.001, -3.112, -3.945], [7.770, -2.608, -3.182], [7.860, -4.037, -5.449], [7.125, -2.473, -5.760], [8.742, -2.823, -6.397], [8.847, -1.349, -4.365], [9.851, -4.185, -3.796], [10.424, -2.718, -3.019], [10.727, -2.970, -4.747], [7.617, -3.554, -3.082]], "atomic_forces_ev_per_a": [[0.108, -0.107, -0.423], [0.037, 0.471, 0.089], [0.264, -0.403, 0.697], [-0.479, 0.177, -0.898], [0.907, -0.245, 0.280], [-0.630, -0.471, -0.517], [0.299, 1.017, 0.116], [0.113, -0.758, -0.268], [-0.794, 0.671, 0.154], [0.312, 0.007, -0.264], [-0.144, -0.787, -0.183], [-0.346, 1.258, 0.150], [0.873, -1.377, -0.154], [0.061, 1.912, -0.023], [0.162, -1.524, -0.212], [0.622, 0.894, -0.343], [-0.449, 0.149, 1.229], [0.340, -0.750, 0.057], [-0.453, 0.116, -1.274], [-0.021, 0.086, 0.041], [-0.440, 0.566, 0.874], [0.143, -0.368, 0.568], [-0.180, 0.599, -0.357], [0.807, -0.125, -0.424], [-0.380, -0.677, 0.184], [-1.047, 0.506, 1.278], [1.315, 0.117, -0.439], [0.407, -1.348, -0.653], [0.275, -0.181, -0.664], [-0.548, 0.347, 1.026], [0.342, -0.968, -0.318], [-1.019, 1.193, 0.146], [-0.226, -0.055, 0.239], [0.710, 0.283, 0.811], [0.761, -1.844, -0.872], [-1.240, 1.559, 0.187], [0.510, -1.065, -1.394], [0.169, 1.973, 0.042], [-0.281, -0.028, 0.291], [0.024, 0.305, -0.099], [0.057, -0.227, -0.322], [0.180, 0.108, 0.340], [0.148, -0.314, -0.256], [-0.200, -0.220, -0.443], [0.149, 0.090, 0.272], [-0.043, -0.105, 0.449], [-0.305, -0.017, -0.157], [0.323, 0.103, 0.265], [-0.339, 0.189, 0.290], [-0.211, -0.025, -0.289], [-0.083, 0.204, 0.263], [-0.123, 0.267, 0.050], [0.224, -0.257, 0.294], [0.294, -0.121, 0.082], [-0.190, -0.277, -0.071], [0.439, -0.079, -0.009], [-0.039, 0.307, 0.186], [0.057, 0.314, -0.056], [0.082, -0.386, 0.093], [0.094, -0.328, 0.211], [-0.196, 0.237, -0.344], [0.033, 0.239, 0.208], [0.054, -0.038, -0.477], [-0.198, -0.114, 0.411], [-0.333, -0.037, -0.232], [-0.069, -0.343, 0.544], [-0.269, 0.014, -0.375], [0.172, -0.331, 0.016], [-0.146, 0.233, 0.435], [-0.223, 0.126, -0.396], [-0.240, -0.347, 0.081], [-0.335, -0.201, 0.366], [0.614, -0.459, -0.013], [0.032, 0.191, -0.499], [0.151, 0.167, 0.115], [-0.087, 0.217, 0.231], [-0.712, -0.324, 0.041], [-0.316, 0.150, -0.330], [0.235, -0.178, -0.101], [-0.107, 0.331, 0.374], [-0.274, 0.556, 0.062], [-0.309, 0.028, -0.099], [0.528, -0.346, -0.084], [0.463, -0.236, 0.282], [-0.240, 0.204, -0.010], [0.032, -0.732, -0.166], [0.196, 0.216, -0.013], [0.019, 0.318, 0.128], [0.112, 0.016, -0.062], [0.037, 0.046, 0.005], [0.015, -0.099, 0.055], [0.039, -0.011, 0.184], [-0.121, -0.013, -0.048], [-0.043, 0.036, -0.007], [-0.016, -0.041, 0.004], [-0.025, 0.012, -0.045], [-0.122, -0.024, 0.209], [-0.124, -0.270, -0.634], [0.167, 0.164, 0.072], [0.092, 0.132, 0.253], [0.046, 0.098, -0.071], [0.008, 0.066, 0.018], [0.000, -0.030, -0.023], [0.125, -0.132, 0.085], [-0.129, -0.015, 0.012], [-0.044, 0.034, 0.042], [0.011, -0.023, -0.027], [-0.015, 0.025, 0.000], [-0.207, -0.135, 0.003], [0.366, 0.261, -0.543], [0.013, 0.048, 0.236], [-0.125, -0.102, 0.307], [0.035, 0.106, 0.057], [-0.021, 0.025, 0.054], [0.023, -0.003, -0.031], [0.099, -0.166, 0.036], [-0.097, -0.001, -0.085], [-0.066, -0.005, 0.010], [0.032, 0.005, -0.022], [-0.014, 0.014, 0.010], [-0.156, 0.165, -0.097], [0.067, -0.669, -0.130], [0.138, 0.142, 0.148], [0.010, 0.424, 0.030], [0.126, -0.014, 0.021], [0.047, 0.045, -0.002], [-0.013, -0.034, 0.006], [-0.125, 0.014, 0.157], [-0.044, -0.001, -0.122], [-0.002, 0.050, -0.046], [-0.008, -0.035, 0.010], [0.033, 0.006, -0.051]], "max_force_ha_per_bohr": 0.0423, "energy_ev": -83838.576, "e_homo_ev": -8.40, "smiles": "CCCCCCCCCCCCCCCCc1c([PH2]=S)c(O)c(B(O)N(C)C)c2nc(C)c(OC#N)nc12.CC(C)O.CC(C)O.CC(C)O.CC(C)O"}

[2]
{"formula": "C7H11BO3", "method": "ωB97M-V/def2-TZVPD", "species": ["C", "C", "C", "B", "O", "O", "H", "H", "H", "H", "H", "H", "H", "C", "C", "C", "C", "O", "H", "H", "H", "H"], "coordinates": [[0.228, -2.390, -0.734], [0.324, -1.240, -1.358], [1.515, -0.363, -1.084], [-0.654, -0.782, -2.469], [-1.620, -1.661, -3.010], [-0.826, 0.554, -2.865], [0.895, -2.584, 0.039], [-0.752, -3.004, -0.907], [1.168, 0.436, -0.317], [1.836, 0.178, -2.034], [2.317, -0.916, -0.723], [-2.212, -1.193, -3.578], [-0.243, 1.344, -2.509], [0.760, 1.907, 3.206], [-0.167, 0.923, 3.115], [-1.024, 0.566, 1.924], [-1.055, 1.483, 1.001], [-1.056, 2.452, 0.392], [1.547, 1.969, 4.014], [1.014, 2.318, 2.190], [-0.560, 0.448, 4.007], [-1.435, -0.445, 1.700]], "atomic_forces_ev_per_a": [[-3.904, -1.007, -0.895], [0.993, 0.599, -1.187], [-1.940, 2.999, -0.727], [-2.157, 0.615, -0.408], [1.987, 0.338, 1.197], [1.813, 1.587, 0.899], [1.054, -0.967, 1.264], [2.232, 0.776, 0.450], [0.922, -1.083, -1.142], [-0.255, -0.556, 1.244], [1.503, -0.812, 0.858], [-0.601, 0.508, -0.616], [-1.658, -2.962, -0.872], [0.810, -1.562, -1.610], [-0.673, 0.723, 0.477], [0.576, -1.296, 0.433], [-0.150, 0.080, 0.772], [-0.045, 0.982, -1.407], [-1.576, 0.281, -0.747], [0.142, 0.121, 1.314], [0.521, -0.392, 0.167], [0.407, 1.028, 0.535]], "max_force_ha_per_bohr": 0.0803, "energy_ev": -14255.751, "e_homo_ev": -8.70, "smiles": "C=C(C)B(O)O.C=CC=C=O"}

[3]
{"formula": "C10H29BMn2O5", "method": "ωB97M-V/def2-TZVPD", "species": ["Mn", "Mn", "C", "C", "O", "H", "H", "H", "H", "H", "B", "H", "H", "H", "H", "C", "O", "C", "C", "O", "C", "H", "H", "H", "H", "H", "H", "H", "H", "H", "H", "C", "O", "C", "C", "O", "C", "H", "H", "H", "H", "H", "H", "H", "H", "H", "H"], "coordinates": [[-25.963, 24.466, -27.429], [-28.836, 23.327, -26.818], [-26.403, 21.476, -24.307], [-26.828, 22.931, -24.487], [-26.970, 23.319, -25.849], [-27.175, 20.898, -24.819], [-26.482, 21.261, -23.241], [-25.421, 21.209, -24.685], [-26.247, 23.631, -23.874], [-27.813, 23.123, -24.041], [-28.483, 21.403, -28.173], [-28.208, 20.374, -28.604], [-29.343, 21.880, -28.808], [-28.969, 21.366, -27.127], [-27.628, 22.215, -28.127], [-23.359, 23.652, -25.739], [-24.183, 23.236, -26.806], [-23.857, 22.022, -27.458], [-24.960, 21.792, -28.481], [-25.420, 23.106, -28.940], [-26.089, 23.009, -30.194], [-23.818, 24.446, -25.146], [-22.405, 24.034, -26.123], [-23.054, 22.905, -25.000], [-23.709, 21.127, -26.854], [-22.937, 22.228, -28.018], [-25.824, 21.293, -28.050], [-24.532, 21.242, -29.316], [-26.295, 23.998, -30.618], [-27.023, 22.447, -30.193], [-25.546, 22.589, -31.049], [-28.329, 26.627, -25.298], [-28.946, 25.346, -25.412], [-30.246, 25.325, -24.826], [-30.610, 24.001, -24.191], [-30.253, 22.941, -25.087], [-30.236, 21.662, -24.390], [-29.034, 27.434, -25.491], [-27.556, 26.698, -26.072], [-27.825, 26.723, -24.336], [-31.055, 25.764, -25.418], [-30.189, 25.994, -23.956], [-31.663, 23.977, -23.906], [-30.054, 23.906, -23.253], [-31.227, 21.435, -24.013], [-29.529, 21.718, -23.557], [-29.746, 20.969, -25.070]], "atomic_forces_ev_per_a": [[0.707, -2.843, 1.591], [-0.033, -1.407, 1.173], [-1.122, 0.621, -0.151], [-0.367, 0.715, 0.846], [0.547, 1.388, -2.394], [0.288, -0.386, -0.014], [0.220, -0.175, 0.002], [0.080, 0.188, -0.016], [0.652, -0.032, -0.580], [-0.095, -0.590, 0.085], [-0.924, 1.011, -0.426], [0.618, -0.902, -0.253], [-0.964, 0.703, -0.940], [-0.570, -0.455, 2.187], [1.339, 1.153, 0.133], [1.724, 0.562, 0.844], [-1.138, 0.421, 1.079], [0.525, 0.510, -1.800], [0.095, 0.121, 0.665], [0.087, -0.182, -0.497], [-0.944, 0.444, -2.256], [-0.364, 0.005, -0.381], [-0.187, 0.082, -0.145], [-0.576, -0.544, -0.385], [-0.194, 0.334, 0.529], [0.133, -0.250, 0.214], [0.021, -0.171, -0.135], [-0.295, 0.013, -0.162], [-0.082, 0.256, 0.729], [0.022, 0.006, 0.681], [0.868, -0.363, 0.811], [0.479, -0.036, -0.424], [-0.670, -0.829, -0.878], [-0.660, 1.112, 1.852], [0.727, 0.151, -0.224], [0.124, -0.109, 0.077], [1.060, 0.422, -0.090], [-0.035, 0.000, 0.163], [-0.016, -0.054, -0.038], [-0.273, 0.090, 0.122], [0.381, -0.293, -0.713], [-0.164, 0.079, -0.083], [-0.122, -0.041, -0.349], [0.219, -0.283, -0.148], [-0.081, -0.358, -0.335], [-0.234, 0.283, 0.192], [-0.809, -0.367, -0.159]], "max_force_ha_per_bohr": 0.0648, "energy_ev": -84375.274, "e_homo_ev": [-16.05, -16.35], "total_charge": 2, "multiplicity": 11}